The following is a quantum chemistry calculation of a molecular structure, C29H24BF3O2S at a distorted geometry, from the OMol25 dataset.

Geometry as XYZ:
```
60
Properties=species:S:1:pos:R:3
S -2.07868 2.16801 -1.72177
F 4.97533 3.65226 -4.27904
F 4.67682 1.48071 -4.52981
F 3.76787 2.88863 -5.96116
O -1.80220 -1.97400 1.09701
O -0.53820 -0.96116 2.75692
C 2.44099 -4.07117 2.25671
C 2.07400 -0.13621 -0.92361
C 1.79994 3.33897 -1.68957
C 0.96072 -0.58573 -1.82053
C -2.77221 2.36722 -0.17363
C 1.61475 2.33776 -4.28985
C -0.27333 -0.27286 -1.30029
C -0.53246 2.92231 0.19601
C -2.63048 -1.62509 2.14240
C -3.61220 -1.36984 4.69567
C -0.04338 0.89835 -0.52041
C 0.61746 -2.80607 1.31969
C -3.89926 -2.09833 2.37775
C -1.79437 2.72983 0.75393
C 4.06044 2.70251 -4.63962
C 0.48850 2.38101 -3.48084
C -4.21280 2.20257 0.13152
C 1.69263 -2.88946 2.23328
C 1.34373 0.48272 0.28767
C -2.32206 -0.88629 4.43564
C 0.41444 -3.77950 0.34291
C -0.34324 2.19370 -1.02468
C 2.82864 2.77945 -3.79210
C 1.17826 -4.95891 0.36904
C -4.38284 -1.96534 3.69804
C -1.85472 -1.01901 3.15532
C 0.62099 2.76540 -2.14843
C 2.17966 -5.11397 1.35777
C 2.91572 3.31348 -2.51553
B -0.56547 -1.95954 1.76255
H 1.87828 -2.07692 2.92618
H 3.85917 3.67811 -2.13881
H -0.45707 2.02072 -3.87922
H 0.99056 -5.74127 -0.34275
H -4.58905 3.07755 0.66455
H -1.18858 -0.78274 -1.57759
H 3.20893 -4.16689 3.01252
H 2.81032 -0.93111 -0.71564
H -4.77884 2.14374 -0.80001
H -3.99688 -1.27222 5.71166
H 2.75405 -6.05478 1.41659
H -4.43829 -2.59048 1.57637
H 2.61769 0.67407 -1.43517
H 1.47727 -0.24328 1.15666
H 1.55461 1.95037 -5.29874
H -1.66509 -0.45762 5.18841
H -5.37824 -2.34911 3.91428
H 1.13346 -1.02050 -2.79762
H -2.00831 2.88485 1.81861
H -4.37132 1.32901 0.78291
H -0.38915 -3.63803 -0.38095
H 0.35209 3.24522 0.73896
H 1.88793 3.73143 -0.67579
H 1.74346 1.45745 0.57564
```

Summary:
* net charge: 0
* maximum force: 0.0904 hartree/bohr
* E_HOMO: -6.0 eV
* multiplicity: 1
* lowest unoccupied orbital energy: -0.51 eV
* gap between HOMO and LUMO: 5.47 eV
* DFT total energy: -1992.47349 a.u.
* energy relative to the best compared isomer or geometry (same formula, charge and spin): 309.5 kJ/mol

natural (NBO) population analysis, charges in e, atoms 1 to 4: 0.338, -0.327, -0.330, -0.327

The following is a quantum chemistry calculation of a molecular structure, C29H24BF7N4O2OsS at a distorted geometry, from the OMol25 dataset.

Geometry as XYZ:
```
69
Properties=species:S:1:pos:R:3
Os -0.59342 0.34211 -0.01302
S 0.17223 -2.42166 0.08045
F -1.05451 3.89707 -2.35567
F 2.62110 -3.97685 1.30867
F 2.66299 -4.25281 -0.83761
F -0.76020 3.65023 -0.09148
F 1.02301 4.24399 -1.41514
F 0.15535 2.11575 -1.51100
F 4.48504 -3.80695 0.23106
O -3.54206 0.47633 -2.86518
O -1.36625 2.32641 3.48891
N -1.66681 -0.13057 -1.67781
N 1.41219 -0.23525 -0.24175
N -0.39360 1.01261 1.86958
N -2.29350 1.37508 0.25631
C 0.76982 0.69463 2.62264
C 2.93783 -2.05093 -0.02170
C -0.38482 -1.41494 3.38089
C -2.06456 -3.57613 -2.92303
C 2.02045 -0.89816 3.90848
C -4.18447 3.34364 0.33048
C 2.44338 0.61338 -0.36660
C 1.62806 -1.54655 -0.07432
C 0.83232 -0.53992 3.28929
C -2.80384 0.60522 -1.91704
C 0.52821 -0.21537 -3.57893
C 3.74717 0.18657 -0.29912
C -4.02900 2.57078 -0.81189
C -1.43272 -1.31418 -2.41075
C 3.10805 -0.03971 3.90617
C 1.71884 2.95626 2.03700
C -3.06635 1.58205 -0.80881
C 1.84319 1.59477 2.65634
C -2.28744 -2.41588 -2.20331
C 3.00900 1.20237 3.30175
C -1.00971 -3.66616 -3.81781
C -0.36576 -1.39349 -3.31934
C 3.17150 -3.52222 0.16911
C -3.37071 3.11786 1.43384
C -0.16834 -2.58461 -4.00503
C 3.99713 -1.17218 -0.11629
C -3.42926 -2.32226 -1.23325
C -1.34973 1.86110 2.37388
C -2.40933 2.13362 1.34674
B -0.16711 3.56149 -1.36546
H -2.72157 -4.42435 -2.77764
H -3.82991 -3.31069 -1.01783
H -0.14914 -2.33801 3.90671
H 0.90984 -0.24985 -4.59793
H 0.00040 0.72332 -3.43464
H 2.69432 3.42400 1.91684
H 1.21525 2.92727 1.07130
H -4.61199 2.72901 -1.70734
H 2.20273 1.65599 -0.52705
H -0.84735 -4.58162 -4.37060
H 0.65859 -2.66125 -4.69970
H 1.38346 -0.22518 -2.89964
H 2.09100 -1.85596 4.40830
H 5.01255 -1.53576 -0.05171
H 3.85051 1.88349 3.32646
H -0.77358 -1.66657 2.39794
H -3.11558 -1.85445 -0.29647
H -1.17849 -0.89609 3.92376
H 4.55602 0.89512 -0.38349
H -3.43067 3.71366 2.33294
H -4.92068 4.13478 0.35372
H 1.11269 3.59630 2.68237
H -4.22971 -1.71491 -1.66010
H 4.02795 -0.33477 4.39355
```

Summary:
* net charge: 0
* maximum force: 0.0443 hartree/bohr
* E_HOMO (spin up / spin down): -8.7 / -8.8 eV
* multiplicity: 1
* lowest unoccupied orbital energy (spin up / spin down): -2.74 / -2.85 eV
* gap between HOMO and LUMO (spin up / spin down): 5.94 / 6.00 eV
* DFT total energy: -2702.07809 a.u.
* energy relative to the best compared isomer or geometry (same formula, charge and spin): 206.8 kJ/mol

natural (NBO) population analysis, charges in e, atoms 1 to 4: 1.359, 0.090, -0.543, -0.314

The following is a quantum chemistry calculation of a molecular structure, C29H24ClCsN10O5 at a distorted geometry, from the OMol25 dataset.

Geometry as XYZ:
```
70
Properties=species:S:1:pos:R:3
Cs 0.10799 0.73624 -2.17086
Cl 6.38907 0.87563 -0.34592
O 6.14965 3.87736 -1.11006
O 0.76139 3.01348 -1.80533
O 0.68446 -1.61414 -3.24786
O 4.32916 4.96137 -0.45712
O 1.78717 4.33381 -0.29277
N -0.31296 -1.83121 -1.16971
N -3.29836 1.07239 1.74022
N -1.05021 1.52454 1.17666
N -1.29427 -2.77073 0.69959
N 0.06041 3.16105 2.45089
N -3.32077 0.27185 0.57874
N 3.76901 0.42451 -0.56743
N 2.56685 1.01915 -0.72309
N -0.19056 -4.08233 -0.93473
N -3.15540 -0.60850 -2.20623
C 2.73396 -2.93267 0.56789
C -3.10530 2.53752 4.16460
C 4.98264 3.86304 -0.81470
C 1.67937 3.31417 -1.01849
C -3.00021 3.36989 5.25965
C -3.85907 0.85797 -0.40622
C -0.61499 -2.89885 -0.45398
C -0.83775 4.11120 4.49832
C 4.67103 -1.80026 -1.08056
C -0.31181 -5.36655 -0.28572
C -2.18282 1.63970 1.98988
C 2.78992 -1.55431 0.41073
C 4.77138 1.33130 -0.60810
C 2.82296 2.31280 -0.85194
C -3.42317 -1.30244 -3.31394
C -0.03571 2.27585 1.44380
C -5.39867 0.20873 -2.25113
C -1.85978 4.16294 5.42140
C 0.48505 -3.81001 -2.19796
C -2.08372 2.47401 3.21740
C 0.31880 -2.29215 -2.29899
C -4.65796 -1.29854 -3.94318
C 3.64538 -3.75012 -0.09370
C 3.76622 -1.00210 -0.40447
C 4.21476 2.57998 -0.77174
C -5.66606 -0.51980 -3.39644
C -0.95726 3.26073 3.39883
C -4.13419 0.12304 -1.68248
C 4.60705 -3.17851 -0.91798
H -3.80031 3.41496 5.98673
H 0.84916 2.22212 0.82459
H 0.01096 -4.30953 -3.04365
H 2.08167 -0.90362 0.90674
H 1.98402 -3.36100 1.22318
H 5.31036 -3.80555 -1.45132
H 5.41306 -1.35547 -1.72965
H -3.98219 1.92262 4.00901
H -1.77088 -3.56057 1.09752
H -2.59955 -1.87896 -3.72485
H 3.61237 -4.82475 0.03509
H -4.19191 1.89322 -0.32471
H 3.37528 4.76200 -0.23546
H 1.54481 -4.07330 -2.16349
H -0.15692 -5.26664 0.78971
H -4.81873 -1.88487 -4.83848
H -1.72036 -1.86018 0.83894
H 0.86338 3.76894 2.48305
H -1.28246 -5.83471 -0.46340
H -1.77261 4.82135 6.27668
H -6.64691 -0.48460 -3.85355
H -6.15755 0.83055 -1.79187
H 0.05172 4.71886 4.61965
H 0.46090 -6.03187 -0.66624
```

Summary:
* net charge: 0
* maximum force: 0.0579 hartree/bohr
* E_HOMO: -8.2 eV
* multiplicity: 1
* lowest unoccupied orbital energy: -0.13 eV
* gap between HOMO and LUMO: 8.07 eV
* DFT total energy: -2523.68503 a.u.
* energy relative to the best compared isomer or geometry (same formula, charge and spin): 179.7 kJ/mol

Löwdin population analysis, charges in e, atoms 1 to 4: 1.465, 0.811, 0.084, -0.376